Entry 1:
{
  "formula": "C7H11FNO7S2",
  "method": "wB97M-V/def2-TZVPD",
  "species": ["C", "C", "C", "F", "S", "O", "O", "N", "S", "O", "O", "C", "C", "O", "O", "C", "C", "O", "H", "H", "H", "H", "H", "H", "H", "H", "H", "H", "H"],
  "xyz": [[3.19, -0.87, 0.49], [2.98, -0.07, -0.92], [2.47, 1.48, -0.79], [3.59, 2.43, -0.44], [1.00, 1.74, 0.34], [0.76, 3.30, 0.39], [1.28, 1.34, 1.85], [-0.51, 1.06, -0.26], [-1.90, 1.73, 0.56], [-1.81, 1.69, 2.12], [-2.26, 3.19, 0.10], [-3.44, 0.69, 0.11], [-3.15, -0.36, -1.12], [-3.18, 0.08, -2.41], [-2.90, -1.81, -0.90], [-1.47, -2.07, -0.65], [-1.10, -2.62, 0.89], [-0.49, -1.91, -1.57], [2.19, -1.51, 0.67], [4.06, -1.67, 0.46], [3.39, -0.14, 1.40], [2.33, -0.72, -1.68], [4.06, -0.02, -1.44], [2.12, 1.81, -1.88], [-4.32, 1.45, -0.14], [-3.74, 0.08, 1.06], [-0.04, -3.15, 0.86], [-1.13, -1.76, 1.69], [-1.96, -3.38, 1.21]],
  "homo_lumo_gap_ev": 7.70,
  "e_tot_ha": -1750.73852,
  "mol_weight_g_mol": 304.3,
  "e_lumo_ev": 2.176,
  "charge": -1,
  "smiles": "CC[C@H](F)S(=O)(=O)N=[S@@](=O)([O-])CC(=O)OC(C)=O",
  "e_homo_ev": -5.53
}

=====

Entry 2:
{
  "formula": "C7H9ClFN2",
  "method": "wB97M-V/def2-TZVPD",
  "species": ["C", "N", "C", "N", "C", "C", "C", "Cl", "C", "F", "C", "H", "H", "H", "H", "H", "H", "H", "H", "H"],
  "xyz": [[2.45, -0.75, 0.34], [2.14, 0.40, -0.53], [1.07, 1.21, 0.00], [-0.24, 0.53, -0.08], [-1.24, 1.00, 0.68], [-2.45, 0.41, 0.67], [-2.68, -0.68, -0.14], [-4.17, -1.51, -0.19], [-1.65, -1.14, -0.93], [-1.77, -2.18, -1.73], [-0.45, -0.51, -0.88], [1.71, -1.55, 0.25], [3.40, -1.17, 0.01], [2.47, -0.47, 1.40], [2.96, 0.99, -0.50], [1.01, 2.18, -0.50], [1.31, 1.45, 1.05], [-1.04, 1.87, 1.29], [-3.23, 0.81, 1.30], [0.38, -0.86, -1.49]],
  "homo_lumo_gap_ev": 9.13,
  "e_tot_ha": -941.44433,
  "mol_weight_g_mol": 175.6,
  "relative_energy_ev": 0.0000,
  "e_lumo_ev": -4.715,
  "charge": 1,
  "smiles": "CNC[n+]1ccc(Cl)c(F)c1",
  "e_homo_ev": -13.84
}

=====

Entry 3:
{
  "formula": "C24H46NO6SSi4Ti",
  "method": "wB97M-V/def2-TZVPD",
  "species": ["Ti", "O", "C", "O", "C", "O", "C", "C", "O", "O", "H", "H", "H", "H", "H", "C", "O", "Si", "C", "C", "C", "Si", "C", "C", "C", "Si", "C", "C", "C", "H", "H", "H", "H", "H", "H", "H", "H", "H", "H", "H", "H", "H", "H", "H", "H", "H", "H", "H", "H", "H", "H", "H", "H", "H", "H", "H", "S", "C", "C", "Si", "C", "C", "N", "C", "C", "C", "C", "C", "C", "H", "H", "H", "H", "H", "H", "H", "H", "H", "H", "H", "H", "H", "H"],
  "xyz": [[-0.04, -0.43, -0.74], [-2.40, 2.74, -1.43], [-1.93, 1.43, -1.48], [-0.63, 1.28, -1.30], [-2.83, 0.42, -0.81], [-2.04, -0.24, 0.19], [-2.52, -1.51, 0.61], [-1.30, -2.38, 1.01], [-1.47, -3.27, 1.83], [-0.22, -2.09, 0.39], [-1.65, 3.29, -1.17], [-3.19, -0.33, -1.52], [-3.69, 0.94, -0.37], [-3.01, -2.03, -0.22], [-3.21, -1.42, 1.45], [2.01, -0.77, 1.47], [0.98, 0.20, 1.20], [0.82, 1.41, 2.41], [1.05, 0.45, 4.05], [2.45, 2.39, 2.27], [-0.70, 2.37, 2.33], [-0.62, 4.11, 1.82], [-2.32, 4.91, 1.48], [0.42, 4.45, 0.26], [0.13, 5.32, 3.11], [-2.16, 1.83, 3.27], [-2.47, 2.92, 4.83], [-2.11, 0.07, 3.99], [-3.84, 1.96, 2.36], [2.94, -0.27, 1.76], [2.19, -1.37, 0.59], [1.69, -1.43, 2.28], [2.09, 0.21, 4.27], [0.48, -0.48, 4.08], [0.67, 1.08, 4.87], [3.29, 1.87, 2.73], [2.34, 3.35, 2.78], [2.71, 2.59, 1.23], [-2.82, 4.47, 0.61], [-2.23, 5.99, 1.32], [-2.99, 4.76, 2.34], [0.23, 3.70, -0.51], [1.48, 4.38, 0.50], [0.24, 5.44, -0.17], [-0.50, 5.37, 4.00], [0.24, 6.34, 2.72], [1.12, 4.97, 3.43], [-1.59, 2.91, 5.49], [-3.33, 2.58, 5.42], [-2.65, 3.96, 4.54], [-1.63, 0.07, 4.98], [-1.55, -0.61, 3.35], [-3.11, -0.35, 4.11], [-3.72, 2.50, 1.41], [-4.58, 2.51, 2.95], [-4.26, 0.97, 2.13], [-1.75, -2.42, -3.10], [-0.90, -1.43, -2.17], [0.83, -0.22, -4.53], [1.98, -0.98, -3.22], [3.71, -0.57, -3.94], [1.87, -2.87, -3.15], [1.81, -0.31, -1.65], [2.75, 0.66, -1.29], [2.50, 2.03, -1.49], [3.48, 2.98, -1.25], [4.73, 2.61, -0.78], [4.99, 1.27, -0.55], [4.02, 0.31, -0.81], [0.74, -0.85, -5.42], [1.20, 0.77, -4.84], [-0.17, -0.08, -4.11], [3.79, -0.91, -4.98], [4.51, -1.04, -3.37], [3.87, 0.51, -3.91], [1.46, -3.30, -4.07], [1.21, -3.16, -2.33], [2.86, -3.32, -2.98], [1.52, 2.32, -1.85], [3.25, 4.03, -1.42], [5.49, 3.36, -0.59], [5.96, 0.96, -0.18], [4.23, -0.74, -0.65]],
  "homo_lumo_gap_ev": [5.38, 5.39],
  "e_tot_ha": -3854.16485,
  "mol_weight_g_mol": 636.9,
  "spin_multiplicity": 2,
  "relative_energy_ev": 1.2793,
  "e_lumo_ev": [4.547, 4.538],
  "charge": -2,
  "e_homo_ev": [-0.83, -0.85]
}